{"formula": "C30H45F5P2Re", "method": "the ωB97M-V functional and the def2-TZVPD basis", "symbols": ["Re", "C", "C", "C", "C", "C", "C", "H", "H", "H", "C", "H", "H", "H", "C", "H", "H", "H", "C", "H", "H", "H", "C", "H", "H", "H", "C", "C", "C", "C", "C", "C", "C", "C", "H", "H", "H", "H", "H", "H", "H", "H", "H", "H", "H", "H", "P", "C", "H", "H", "H", "C", "H", "H", "H", "C", "H", "H", "H", "P", "C", "H", "H", "H", "C", "H", "H", "H", "C", "H", "H", "H", "F", "C", "C", "C", "F", "C", "F", "C", "F", "C", "F"], "xyz": [[-0.6332, -0.3973, -2.3018], [-1.7039, 1.3540, -0.3078], [-2.3033, 0.6237, -1.4262], [-1.8722, -0.8434, 0.3625], [-1.4974, 0.4636, 0.7656], [-2.3901, -0.7833, -0.9940], [-1.6680, 2.8312, -0.2736], [-1.1891, 3.2279, -1.1765], [-1.1116, 3.2089, 0.5902], [-2.6892, 3.2529, -0.2468], [-1.1723, 0.8442, 2.1696], [-1.0878, 1.9310, 2.2825], [-0.2319, 0.3901, 2.5274], [-1.9623, 0.5184, 2.8667], [-2.0742, -1.9999, 1.2556], [-3.0884, -1.9507, 1.6823], [-1.3973, -1.9838, 2.1161], [-1.9884, -2.9596, 0.7339], [-3.4011, -1.7257, -1.5672], [-4.2222, -1.1802, -2.0595], [-3.8241, -2.3409, -0.7615], [-2.9383, -2.3901, -2.3164], [-3.3303, 1.2708, -2.3174], [-4.2548, 1.4005, -1.7272], [-3.5657, 0.6654, -3.1983], [-2.9885, 2.2559, -2.6516], [1.1313, 0.4674, -2.7067], [0.0242, 1.3774, -2.9941], [-0.3938, 1.6662, -4.4265], [-1.1238, 0.4688, -5.0877], [-1.3434, -0.6944, -4.1198], [-0.2495, -1.6288, -3.8442], [1.1350, -1.4178, -4.4273], [1.8746, -0.1877, -3.8557], [0.4671, 1.9645, -5.0401], [-0.5810, 0.1430, -5.9879], [-1.0780, 2.5277, -4.4223], [2.0512, 0.5425, -4.6540], [1.7465, 0.7498, -1.8541], [0.0022, 2.2563, -2.3524], [2.8664, -0.4984, -3.5096], [1.7373, -2.3148, -4.2238], [-0.5447, -2.6738, -3.7391], [1.0768, -1.3255, -5.5204], [-2.1215, 0.8079, -5.3978], [-2.3398, -1.1375, -4.1579], [1.9596, 1.8683, 0.5927], [1.8548, 2.6501, 2.2341], [2.8043, 3.1611, 2.4340], [1.6590, 1.8800, 2.9917], [1.0312, 3.3774, 2.2383], [3.5914, 1.0370, 0.5812], [4.3269, 1.6416, 1.1280], [3.9216, 0.9004, -0.4569], [3.5130, 0.0420, 1.0373], [2.3659, 3.3285, -0.4406], [2.5261, 3.0041, -1.4754], [3.2719, 3.8139, -0.0510], [1.5232, 4.0324, -0.4303], [0.9612, -2.2839, -0.6148], [0.1522, -3.9165, -0.8417], [0.8900, -4.6298, -1.2318], [-0.6695, -3.8198, -1.5621], [-0.2489, -4.2887, 0.1118], [2.6238, -2.6297, -1.2912], [2.6319, -2.5419, -2.3829], [2.9054, -3.6552, -1.0114], [3.3449, -1.9203, -0.8665], [1.3390, -2.3267, 1.1908], [2.2887, -2.8624, 1.3599], [0.5477, -2.8593, 1.7384], [1.4277, -1.3139, 1.6116], [-0.8017, -1.4519, 4.1886], [0.4582, -1.1276, 4.6125], [1.2561, -0.2406, 3.9404], [2.5301, -0.0180, 4.4041], [3.4510, 0.7193, 3.7124], [2.9912, -0.6121, 5.5985], [4.2288, -0.3318, 6.0441], [2.1706, -1.4985, 6.2881], [2.6057, -2.0974, 7.4179], [0.8997, -1.7717, 5.7888], [0.0930, -2.6400, 6.4234]], "relative_energy_ev": 0.1797, "homo_ev": [-13.54, -13.57], "orbital_gap_ev": [5.56, 4.08], "multiplicity": 4, "total_charge": 2}